ORCA calculation (wB97M-V/def2-TZVPD) on a structure of composition C39H87O33P6Zr at a distorted geometry.

Properties
F_max   5.389 eV/A
Highest occupied orbital energy   -10.962 eV
Frontier orbital gap   9.206 eV
Energy above the lowest of the compared OMol25 structures with the same formula, charge and spin   0.0 kcal/mol

ORCA input file:
```
! wB97M-V def2-TZVPD RIJCOSX def2/J DEFGRID3
* xyz 1 1
Zr -0.16812 -0.38058 -0.32018
P -0.32965 1.97668 0.60198
O -1.16274 0.74002 1.02306
O -0.29981 3.33652 1.24709
O -0.63061 1.55274 -0.88987
O 0.96112 1.08062 0.66964
C 4.60461 -4.94959 2.32315
C 3.74548 -4.08142 1.38277
O 2.74569 -3.47080 2.21261
P 2.45596 -1.93850 2.10379
O 1.54356 -1.60565 0.99225
O 1.91131 -1.57896 3.57723
C 2.77613 -1.64224 4.73009
C 2.41214 -0.43905 5.59949
O 3.91727 -1.28838 2.07741
C 3.99377 0.14320 2.02625
C 5.37354 0.68772 2.34567
H 4.10910 -5.91156 2.44906
H 5.61397 -5.04695 1.92304
H 4.71876 -4.51561 3.31529
H 4.41149 -3.36698 0.89556
H 3.35955 -4.68381 0.55980
H 2.34946 -2.47828 5.28987
H 3.84158 -1.75194 4.54873
H 2.92040 -0.36376 6.55572
H 2.75605 0.44002 5.03213
H 1.34546 -0.22872 5.55963
H 3.66087 0.46127 1.03888
H 3.39266 0.60722 2.81539
H 5.72289 0.20681 3.26275
H 6.10332 0.35843 1.60129
H 5.28372 1.76250 2.47018
C -6.49342 -2.84297 -2.03247
C -5.61880 -1.87646 -2.81618
O -4.26495 -1.60455 -2.44300
P -3.89547 -0.78238 -1.14253
O -2.49163 -0.86515 -0.66299
O -4.96405 -1.23365 -0.02760
C -4.95117 -0.54140 1.24380
C -6.31247 0.16672 1.28416
O -4.40132 0.71788 -1.46731
C -3.89670 1.46189 -2.60620
C -5.06907 1.93260 -3.44685
H -6.46645 -2.67425 -0.95740
H -7.52002 -3.01137 -2.35740
H -6.16781 -3.89120 -2.10189
H -5.47359 -2.26472 -3.82259
H -6.22785 -0.97015 -2.88032
H -4.72615 -1.28821 2.00999
H -4.12657 0.15998 1.41422
H -7.10884 -0.50201 0.95361
H -6.47842 0.48283 2.31693
H -6.45342 1.00571 0.60404
H -3.24380 2.26490 -2.26167
H -3.22619 0.75018 -3.09898
H -5.99044 1.96628 -2.87303
H -4.85735 2.92718 -3.84258
H -5.12561 1.29987 -4.33385
C -3.65251 -1.62913 -6.13250
C -2.14639 -1.43945 -5.93844
O -1.85163 -1.24948 -4.55429
P -0.44154 -0.65382 -4.08573
O -0.54668 -0.45667 -2.61898
O 0.72781 -1.59723 -4.53614
C 1.18653 -1.72360 -5.93360
C 2.54081 -2.39208 -5.94906
O -0.26418 0.67397 -4.92929
C -0.04159 1.93995 -4.29796
C 0.45641 2.96622 -5.27780
H -4.01645 -2.42193 -5.47999
H -4.04911 -0.68511 -5.75523
H -3.83593 -1.91260 -7.16439
H -1.67491 -2.29027 -6.43668
H -1.86578 -0.51637 -6.45157
H 0.43221 -2.27050 -6.49136
H 1.22927 -0.67841 -6.23570
H 2.80372 -2.72247 -6.95233
H 3.31644 -1.71148 -5.59126
H 2.68471 -3.22971 -5.26457
H -0.91406 2.33818 -3.77978
H 0.75265 1.84383 -3.55252
H 1.31759 2.63683 -5.85739
H -0.35675 3.25035 -5.95408
H 0.67281 3.92783 -4.81067
C 4.11537 1.93869 -4.85394
C 4.23040 0.61392 -4.10232
O 2.94465 0.38164 -3.46464
P 3.04099 -0.23542 -2.02446
O 1.73529 -0.49903 -1.41703
O 3.92475 -1.51996 -2.11768
C 5.23463 -1.68263 -1.58243
C 5.73293 -3.04415 -2.04523
O 3.92414 0.84638 -1.20084
C 3.48832 2.19574 -1.06441
C 4.65912 2.99288 -0.52283
H 3.46176 1.87475 -5.72530
H 3.76892 2.79974 -4.28379
H 5.10211 2.16340 -5.26710
H 4.44733 -0.07426 -4.92203
H 5.08578 0.57440 -3.43471
H 5.94087 -0.89834 -1.87370
H 5.26322 -1.54429 -0.49652
H 5.61443 -3.07417 -3.12528
H 6.76634 -3.24090 -1.75193
H 5.24744 -3.85823 -1.50402
H 2.99370 2.61318 -1.94832
H 2.65896 2.29926 -0.35344
H 4.34729 4.03801 -0.50837
H 4.92836 2.68410 0.48751
H 5.60253 2.85332 -1.05336
C -3.25197 -1.17601 4.80023
C -1.89907 -0.82866 4.16548
O -1.09424 -1.96171 3.86789
P -1.31715 -2.77757 2.50046
O -1.02452 -2.00127 1.26915
O -0.33203 -4.00757 2.72888
C -0.70529 -5.10932 3.58337
C 0.55609 -5.51573 4.34556
O -2.79756 -3.37579 2.64161
C -3.31271 -4.16620 1.56673
C -4.03884 -5.33245 2.19475
H -3.73010 -0.34789 5.32073
H -4.01668 -1.46976 4.07905
H -3.04918 -2.01714 5.46771
H -2.15570 -0.31163 3.23371
H -1.42180 -0.04267 4.74659
H -1.40283 -4.71794 4.32379
H -1.10207 -5.99351 3.08826
H 1.28751 -6.00497 3.70040
H 1.09425 -4.63148 4.68361
H 0.30418 -6.14476 5.19758
H -4.10036 -3.64440 1.02132
H -2.51213 -4.55671 0.93305
H -3.50946 -5.83466 3.00230
H -5.02141 -4.96678 2.50135
H -4.29841 -6.15616 1.52322
C -2.09403 4.30407 3.93928
C -1.79558 2.84145 4.07614
O -3.12694 2.44661 4.47987
C -3.68940 3.48033 5.20792
O -4.67924 3.41176 5.84146
O -2.90800 4.57388 5.05365
H -2.53327 4.53783 2.96526
H -1.20675 4.94150 3.90188
H -1.07663 2.53404 4.83861
H -1.56285 2.34842 3.13818
C -1.30750 5.36530 -0.63319
C -0.49527 6.29933 0.26882
O -0.54598 7.51474 -0.50122
C -1.56042 7.45631 -1.41255
O -1.90877 8.40583 -2.04560
O -2.06578 6.24415 -1.49215
H -2.03150 4.77645 -0.08144
H -0.61302 4.79321 -1.24263
H 0.52690 5.92978 0.25965
H -0.85045 6.49034 1.27870
C 1.78163 3.12622 3.22714
C 1.98156 4.45576 2.52509
O 3.10662 4.99530 3.24440
C 3.62993 4.05288 4.07233
O 4.66310 4.10973 4.66002
O 2.89555 2.91134 4.07127
H 1.64854 2.44306 2.40206
H 0.91068 3.17230 3.87924
H 1.14682 5.14370 2.66895
H 2.00107 4.37373 1.43793
*
```

ORCA calculation (wB97M-V/def2-TZVPD) on a structure of composition C5H9N3 at a distorted geometry.

Properties
F_max   6.488 eV/A
Highest occupied orbital energy   -8.475 eV
Frontier orbital gap   9.047 eV
Energy above the lowest of the compared OMol25 structures with the same formula, charge and spin   123.6 kcal/mol

ORCA input file:
```
! wB97M-V def2-TZVPD RIJCOSX def2/J DEFGRID3
* xyz 0 1
C 0.14448 -1.27335 -0.16266
C -0.36645 -0.07339 -1.27344
C 0.16230 1.62304 0.56958
C -0.81149 0.59639 0.04417
N 0.57017 -1.34829 1.16980
N -2.08498 0.62596 0.26163
C 1.34178 -0.97160 -1.06191
N 2.44705 -1.10848 -1.40477
H -0.32485 -2.18123 -0.56396
H 1.35609 -1.96597 1.33779
H -0.15418 -1.24901 1.86742
H -2.36936 1.40826 0.84753
H -1.25355 -0.44588 -1.78164
H 0.07707 0.67277 -1.92942
H 1.12961 1.19073 0.82445
H -0.22819 2.12956 1.45276
H 0.36448 2.37048 -0.19733
*
```

- Number 1 is which compound?
  C39H87O33P6Zr

What did the second record say?
ORCA calculation (wB97M-V/def2-TZVPD) on a structure of composition C5H9N3 at a distorted geometry.

Properties
F_max   6.488 eV/A
Highest occupied orbital energy   -8.475 eV
Frontier orbital gap   9.047 eV
Energy above the lowest of the compared OMol25 structures with the same formula, charge and spin   123.6 kcal/mol

ORCA input file:
```
! wB97M-V def2-TZVPD RIJCOSX def2/J DEFGRID3
* xyz 0 1
C 0.14448 -1.27335 -0.16266
C -0.36645 -0.07339 -1.27344
C 0.16230 1.62304 0.56958
C -0.81149 0.59639 0.04417
N 0.57017 -1.34829 1.16980
N -2.08498 0.62596 0.26163
C 1.34178 -0.97160 -1.06191
N 2.44705 -1.10848 -1.40477
H -0.32485 -2.18123 -0.56396
H 1.35609 -1.96597 1.33779
H -0.15418 -1.24901 1.86742
H -2.36936 1.40826 0.84753
H -1.25355 -0.44588 -1.78164
H 0.07707 0.67277 -1.92942
H 1.12961 1.19073 0.82445
H -0.22819 2.12956 1.45276
H 0.36448 2.37048 -0.19733
*
```

- Among the records above, which one has the lowest energy above the lowest of the compared OMol25 structures with the same formula, charge and spin?
  C39H87O33P6Zr

- Number 2 is which compound?
  C5H9N3